C36H67Br2F3NO10S | wB97M-V/def2-TZVPD

The geometry in XYZ format:
```
120
C36H67Br2F3NO10S (wB97M-V/def2-TZVPD)
C 2.58986 5.51006 4.75394
C 2.78561 4.10172 4.49878
C 2.37420 3.07600 5.66035
O 3.05985 3.06618 6.70203
O 1.24015 2.25676 5.48045
C 1.52529 0.86168 5.79157
C 0.29347 -0.04967 5.33927
C 0.63970 -1.13977 4.21864
C 1.47409 -0.55946 2.97353
C 0.53432 0.30654 2.00497
C 0.80773 1.88623 2.02567
C 1.70723 2.41755 0.78125
C 0.75571 2.89172 -0.42291
C 0.06418 1.66951 -1.22489
C -1.50305 1.50061 -0.93124
C -1.96238 0.02785 -0.50870
C -1.37799 -1.15457 -1.41244
O -2.23061 -1.55758 -2.52281
C -2.38734 -0.49688 -3.44851
C -1.22719 0.04689 -4.40429
O -3.51361 0.06301 -3.47050
O 2.65134 1.38937 0.41272
C 4.00809 1.89785 0.30465
C 4.76451 1.13641 -0.89014
C 6.16402 1.90590 -1.11947
C 6.16212 2.91110 -2.36515
C 4.81392 3.79757 -2.47065
S 5.04456 5.08505 -3.81786
O 5.08043 4.41007 -5.15951
O 6.34233 5.79393 -3.49824
O 3.76019 6.17461 -3.85370
C 4.71623 1.62442 1.74917
O 5.54064 0.44742 1.74426
C 4.81159 -0.72117 2.15878
C 5.65471 -2.07763 2.00202
C 6.26249 -2.23898 0.52544
C 5.24283 -2.83796 -0.54120
F 3.92831 -2.29743 -0.45778
Br 5.04759 -4.79440 -0.12457
C 5.73658 -2.64291 -2.08048
F 6.38673 -3.79492 -2.58936
F 6.55481 -1.49954 -2.24822
Br 4.12091 -2.31018 -3.22879
H 1.65138 6.02419 4.33801
H 3.35594 6.05895 5.39069
H 3.19709 3.75424 3.48321
H 2.53739 0.53491 5.36307
H 1.65048 0.79529 6.93393
H -0.55653 0.64722 5.02109
H -0.05039 -0.63325 6.26935
H -0.35633 -1.59079 3.86305
H 1.19879 -1.99701 4.74519
H 2.35319 0.08131 3.29983
H 1.82554 -1.46499 2.35586
H 0.60021 -0.10274 0.94733
H -0.55051 0.13735 2.35683
H -0.20433 2.40265 1.97036
H 1.40629 2.13663 2.96626
H 2.23997 3.35805 1.18583
H 1.34731 3.56067 -1.15190
H -0.07172 3.56417 0.01277
H 0.15691 1.95231 -2.33832
H 0.68965 0.73513 -1.06452
H -1.82951 2.21626 -0.10534
H -2.07623 1.82948 -1.87396
H -3.11098 -0.01535 -0.60210
H -1.73178 -0.24287 0.57848
H -1.29410 -2.07577 -0.72746
H -0.33288 -0.97698 -1.82383
H -1.15893 -0.55063 -5.36813
H -0.20176 -0.02000 -3.88669
H -1.45792 1.15623 -4.56913
H 4.01849 3.00697 0.04047
H 4.92062 0.02414 -0.68019
H 4.17621 1.20434 -1.86096
H 7.02218 1.16637 -1.24479
H 6.40690 2.52858 -0.18959
H 6.35890 2.34977 -3.35023
H 7.03117 3.64960 -2.23463
H 4.59981 4.38103 -1.50438
H 3.89487 3.15955 -2.72036
H 3.03299 5.85159 -3.27302
H 3.84644 1.54608 2.49856
H 5.33302 2.56264 1.99466
H 4.47447 -0.66569 3.25018
H 3.86280 -0.82655 1.53098
H 6.50592 -2.05967 2.75594
H 5.02245 -3.01029 2.23371
H 6.70826 -1.22505 0.21653
H 7.14199 -2.95706 0.60264
C -8.17533 -4.96310 -2.51536
C -7.10630 -4.29343 -1.67191
N -6.68935 -2.90090 -2.16375
C -6.11536 -3.04704 -3.57400
C -5.51932 -2.37528 -1.32261
C -5.80263 -2.10340 0.14355
C -7.85768 -1.90050 -2.27848
C -8.73251 -1.68707 -1.03802
O -9.37394 -2.88958 -0.64933
C -9.62704 -2.96774 0.75230
H -7.83319 -5.17715 -3.52831
H -8.43854 -5.92239 -2.06030
H -9.09535 -4.38043 -2.58240
H -6.19924 -4.90542 -1.68873
H -7.41711 -4.21145 -0.63567
H -5.31389 -3.78692 -3.54499
H -5.72706 -2.07638 -3.88701
H -6.90637 -3.36052 -4.25377
H -5.16445 -1.45966 -1.80408
H -4.72925 -3.12706 -1.40060
H -6.24682 -1.11742 0.28264
H -4.85723 -2.07728 0.69146
H -6.43097 -2.85497 0.62038
H -8.48377 -2.26464 -3.09570
H -7.41355 -0.95082 -2.58763
H -9.51444 -0.96754 -1.30516
H -8.16927 -1.24196 -0.22155
H -9.64815 -1.98843 1.23455
H -8.85129 -3.58671 1.21151
H -10.58852 -3.45872 0.90164
```

The spin multiplicity is 1. For the HOMO energy, the calculation gives -9.5 eV. As for the charge: +1. For the gap between HOMO and LUMO, the calculation gives 6.98 eV. Its total energy is -8064.21336 Ha.